[1]
The following is a quantum chemistry calculation of C35H65BI3N2O10 as an isolated structure, from the OMol25 dataset.

Last column: Löwdin charge in e.
Geometry (Å):
C1 -0.965 5.260 4.093  -0.062
C2 0.387 4.567 4.027  -0.262
O1 1.226 5.124 3.025  -0.138
C3 1.085 4.506 1.763  -0.168
C4 1.754 3.127 1.724  -0.114
O2 0.814 2.052 1.662  -0.100
C5 0.225 1.547 0.510  -0.340
C6 0.230 2.372 -0.802  0.051
B1 1.477 2.865 -1.701  -0.616
O3 2.430 3.747 -1.241  0.161
O4 1.566 2.433 -3.013  0.116
C7 -1.265 1.449 0.909  -0.065
C8 -1.699 -0.022 1.008  -0.274
C9 -2.476 -0.362 -0.285  -0.233
C10 -4.007 -0.363 -0.065  -0.228
C11 -4.748 0.952 -0.336  -0.157
C12 -4.819 1.933 0.852  -0.132
N1 -5.007 1.263 2.117  -0.136
C13 -4.175 1.391 3.198  -0.117
C14 -4.650 0.607 4.218  -0.081
C15 -5.829 -0.020 3.734  -0.083
C16 -6.023 0.409 2.448  -0.100
C17 -0.335 -0.740 1.378  -0.276
C18 -0.208 -0.414 2.877  -0.113
O5 1.057 -0.791 3.409  -0.064
C19 1.119 -0.752 4.771  -0.504
C20 2.417 -1.292 5.299  0.034
O6 0.212 -0.326 5.429  0.134
C21 -0.494 -2.295 1.312  -0.564
I1 -2.496 -2.968 1.423  1.282
C22 0.355 -3.339 1.372  -0.757
C23 -0.062 -4.797 1.363  -0.265
I2 2.454 -3.294 1.547  1.072
N2 0.635 0.017 0.428  -0.014
C24 2.115 0.068 0.802  0.001
C25 0.599 -0.758 -0.887  -0.233
C26 1.180 -0.225 -2.189  -0.714
C27 2.688 -0.085 -2.291  -0.161
I3 0.593 -1.770 -3.602  0.939
H1 -1.479 5.024 5.023  0.081
H2 -0.833 6.335 3.982  0.084
H3 -1.612 4.925 3.277  0.062
H4 0.912 4.655 4.979  0.125
H5 0.240 3.494 3.855  0.108
H6 1.556 5.190 1.062  0.125
H7 0.016 4.401 1.542  0.124
H8 2.251 3.011 2.690  0.146
H9 2.543 3.061 0.981  0.111
H10 -0.265 3.299 -0.489  0.131
H11 -0.482 1.879 -1.465  0.114
H12 2.180 4.674 -1.212  0.118
H13 1.184 3.102 -3.603  0.118
H14 -1.381 1.907 1.891  0.114
H15 -1.913 2.031 0.263  0.112
H16 -2.351 -0.043 1.882  0.101
H17 -2.222 -1.332 -0.710  0.048
H18 -2.259 0.367 -1.071  0.112
H19 -4.214 -0.693 0.952  0.049
H20 -4.432 -1.127 -0.718  0.113
H21 -4.333 1.468 -1.207  0.113
H22 -5.772 0.693 -0.614  0.109
H23 -5.645 2.625 0.678  0.128
H24 -3.909 2.527 0.931  0.105
H25 -3.320 2.049 3.170  0.107
H26 -4.214 0.511 5.198  0.097
H27 -6.465 -0.698 4.279  0.097
H28 -6.811 0.162 1.756  0.125
H29 -0.990 -1.000 3.367  0.137
H30 -0.413 0.626 3.105  0.130
H31 2.203 -2.215 5.836  0.101
H32 2.857 -0.562 5.972  0.097
H33 3.107 -1.522 4.490  0.064
H34 0.794 -5.462 1.353  0.009
H35 -0.648 -5.015 0.468  0.063
H36 -0.656 -5.032 2.248  0.061
H37 2.521 1.003 0.432  0.095
H38 2.243 0.012 1.870  0.089
H39 2.640 -0.734 0.314  0.022
H40 -0.424 -1.061 -1.074  0.056
H41 1.111 -1.695 -0.675  0.073
H42 0.644 0.619 -2.595  0.031
H43 3.170 -1.053 -2.145  0.083
H44 3.095 0.640 -1.585  0.073
H45 2.948 0.255 -3.292  0.081
C28 0.835 4.650 -8.364  -0.107
O7 1.479 5.872 -8.056  -0.184
C29 0.906 6.569 -6.967  -0.206
C30 1.717 6.399 -5.703  -0.197
O8 1.705 5.054 -5.237  -0.209
C31 2.876 4.324 -5.572  -0.100
H46 1.473 4.117 -9.065  0.092
H47 0.691 4.033 -7.473  0.080
H48 -0.136 4.828 -8.838  0.091
H49 -0.126 6.243 -6.799  0.127
H50 0.886 7.631 -7.227  0.130
H51 1.286 7.024 -4.916  0.124
H52 2.745 6.729 -5.874  0.130
H53 3.721 4.639 -4.951  0.096
H54 3.151 4.421 -6.623  0.091
H55 2.660 3.277 -5.359  0.079
C32 2.574 -7.543 0.031  -0.114
O9 1.252 -7.861 0.424  -0.212
C33 0.522 -8.579 -0.561  -0.201
C34 0.468 -10.060 -0.261  -0.207
O10 1.748 -10.658 -0.343  -0.186
C35 2.356 -10.891 0.914  -0.107
H56 3.098 -7.190 0.919  0.086
H57 3.103 -8.409 -0.373  0.088
H58 2.573 -6.741 -0.718  0.087
H59 0.960 -8.419 -1.551  0.128
H60 -0.497 -8.181 -0.571  0.124
H61 -0.172 -10.544 -1.004  0.128
H62 0.027 -10.226 0.727  0.128
H63 1.874 -11.726 1.433  0.091
H64 2.317 -10.005 1.552  0.083
H65 3.396 -11.151 0.726  0.091

largest force on an atom = 2.5 eV/A
relative energy (zero: lowest compared OMol25 entry of this formula, charge and spin) = 0.0 kcal/mol
M = 1065.433 g mol⁻¹
charge = +1
Kohn-Sham gap = 8.02 eV
calculated total energy = -85773.6365 eV

[2]
The following is a quantum chemistry calculation of C35H65Br18IN2O3P as an isolated structure, from the OMol25 dataset.

Last column: Löwdin charge in e.
Geometry (Å):
C1 -5.933 7.403 -1.545  -0.079
C2 -4.540 6.975 -2.056  -0.250
C3 -3.416 7.904 -1.572  -0.218
C4 -2.038 7.254 -1.337  -0.286
P1 -1.248 6.514 -2.775  0.852
C5 -2.060 5.092 -3.500  -0.222
C6 -1.898 3.753 -2.759  -0.191
C7 -2.550 3.686 -1.371  -0.255
N1 -3.648 2.708 -1.308  -0.044
C8 -4.737 3.147 -0.422  -0.186
C9 -4.260 3.384 0.986  -0.162
C10 -3.239 2.606 1.527  -0.074
C11 -2.813 2.803 2.828  -0.121
C12 -3.413 3.775 3.618  -0.071
C13 -4.420 4.573 3.096  -0.012
C14 -4.823 4.375 1.780  -0.260
O1 -5.844 5.185 1.268  0.016
O2 -1.294 7.636 -3.931  -0.261
N2 -0.683 9.004 -3.509  0.069
O3 -1.341 9.846 -3.882  0.188
C15 0.508 6.217 -2.424  -0.790
I1 0.729 5.288 -0.508  1.031
C16 1.158 5.446 -3.588  -0.389
C17 2.630 5.119 -3.341  -0.140
H1 -6.515 6.522 -1.276  0.070
H2 -5.848 8.015 -0.647  0.072
H3 -6.482 7.949 -2.308  0.077
H4 -4.373 5.943 -1.746  0.072
H5 -4.554 6.984 -3.148  0.106
H6 -3.713 8.317 -0.607  0.113
H7 -3.339 8.755 -2.251  0.102
H8 -2.075 6.559 -0.501  0.065
H9 -1.344 8.045 -1.024  0.101
H10 -3.111 5.312 -3.683  0.098
H11 -1.601 4.995 -4.491  0.110
H12 -0.856 3.447 -2.696  0.087
H13 -2.386 3.004 -3.387  0.120
H14 -1.792 3.369 -0.654  0.072
H15 -2.917 4.662 -1.037  0.081
H16 -4.060 2.638 -2.234  0.099
H17 -5.281 4.023 -0.793  0.107
H18 -5.460 2.327 -0.403  0.023
H19 -2.776 1.847 0.908  0.093
H20 -2.017 2.192 3.238  0.006
H21 -3.100 3.924 4.643  0.107
H22 -4.911 5.331 3.690  0.118
H23 -5.444 6.027 1.027  0.087
H24 0.954 7.212 -2.378  0.065
H25 0.588 4.538 -3.781  0.078
H26 1.115 6.085 -4.474  0.051
H27 2.778 4.562 -2.418  0.030
H28 3.230 6.029 -3.321  0.082
H29 2.990 4.506 -4.161  0.023
Br1 1.684 -0.575 4.995  0.637
C18 0.926 -1.306 3.358  -0.685
C19 1.173 -0.407 2.178  -0.713
Br2 0.000 1.152 2.210  0.710
H30 -0.130 -1.463 3.549  0.054
H31 1.419 -2.263 3.206  0.035
H32 0.943 -0.924 1.250  0.007
H33 2.191 -0.035 2.140  0.048
Br3 3.039 -2.932 0.589  0.663
C20 2.228 -3.654 -1.028  -0.713
C21 2.439 -2.750 -2.210  -0.705
Br4 1.267 -1.191 -2.141  0.594
H34 1.177 -3.815 -0.810  0.012
H35 2.707 -4.616 -1.190  -0.001
H36 2.180 -3.279 -3.126  -0.027
H37 3.455 -2.373 -2.274  0.054
Br5 2.498 -7.626 -0.940  0.610
C22 4.339 -7.468 -0.326  -0.669
C23 4.538 -8.120 1.015  -0.699
Br6 3.791 -7.041 2.452  0.606
H38 4.572 -6.408 -0.304  0.045
H39 4.944 -7.960 -1.084  0.064
H40 5.600 -8.213 1.233  0.059
H41 4.066 -9.097 1.081  0.036
Br7 -5.711 -0.392 1.671  0.640
C24 -6.288 -1.438 0.137  -0.688
C25 -5.961 -0.730 -1.150  -0.678
Br8 -7.177 0.755 -1.474  0.666
H42 -7.351 -1.618 0.256  0.052
H43 -5.748 -2.380 0.198  0.060
H44 -6.075 -1.395 -2.003  0.058
H45 -4.958 -0.313 -1.142  0.045
Br9 6.329 -11.719 2.757  0.610
C26 5.794 -10.247 3.912  -0.691
C27 4.616 -10.597 4.777  -0.714
Br10 2.948 -10.612 3.771  0.609
H46 5.586 -9.403 3.264  -0.001
H47 6.662 -10.028 4.529  0.064
H48 4.475 -9.845 5.548  -0.004
H49 4.705 -11.575 5.239  0.047
Br11 -1.053 -5.719 -1.569  0.635
C28 -1.045 -5.605 -3.510  -0.675
C29 0.005 -6.495 -4.118  -0.659
Br12 1.793 -5.754 -3.921  0.671
H50 -0.900 -4.559 -3.763  0.052
H51 -2.036 -5.923 -3.826  0.059
H52 -0.152 -6.589 -5.190  0.061
H53 0.028 -7.482 -3.667  0.053
Br13 8.151 -2.069 6.392  0.608
C30 6.406 -1.213 6.406  -0.701
C31 5.401 -1.969 5.579  -0.700
Br14 5.684 -1.704 3.674  0.587
H54 6.552 -0.198 6.051  0.049
H55 6.097 -1.194 7.449  0.059
H56 4.395 -1.605 5.775  0.002
H57 5.441 -3.040 5.753  0.052
Br15 2.795 7.815 -6.425  0.623
C32 3.690 6.447 -7.486  -0.673
C33 2.704 5.489 -8.098  -0.666
Br16 1.998 4.268 -6.758  0.689
H58 4.393 5.953 -6.823  0.054
H59 4.234 6.983 -8.260  0.064
H60 3.187 4.866 -8.847  0.064
H61 1.851 5.993 -8.540  0.053
Br17 0.274 -10.435 10.088  0.610
C34 0.471 -10.307 8.158  -0.702
C35 1.595 -11.168 7.648  -0.676
Br18 3.336 -10.387 8.030  0.659
H62 0.619 -9.257 7.928  0.050
H63 -0.477 -10.643 7.743  0.059
H64 1.546 -11.251 6.563  0.029
H65 1.596 -12.159 8.090  0.053

largest force on an atom = 1.0 eV/A
M = 2158.066 g mol⁻¹
charge = +1
Kohn-Sham gap = 6.32 eV
calculated total energy = -1324619.8851 eV